[1]
This record from the OMol25 dataset describes the molecule C30H31NO6. The level of theory is ωB97M-V with the def2-TZVPD basis set.

CARTESIAN COORDINATES (ANGSTROEM)
1 C -2.555159 2.727614 5.822120
2 C -2.479671 1.280249 5.352632
3 C -2.245822 1.191428 3.844992
4 C -2.175444 -0.263552 3.386363
5 C -1.968318 -0.466138 1.911042
6 C -1.849536 0.567400 1.038320
7 C -1.644393 0.396478 -0.365809
8 C -1.547617 1.431830 -1.289671
9 C -1.812098 2.823302 -0.975427
10 C -1.482677 3.958616 -1.675357
11 C -1.998617 5.049501 -0.942015
12 C -2.605387 4.515815 0.150434
13 O -2.499465 3.172926 0.144284
14 C -1.230938 1.135940 -2.667672
15 O -1.367635 1.881207 -3.616152
16 C -0.561513 -0.259294 -2.885400
17 C -0.339840 -0.567595 -4.357197
18 O 0.714194 -0.088396 -2.229216
19 C 1.276306 -1.138536 -1.640488
20 O 0.728506 -2.213798 -1.512727
21 C 2.631962 -0.843442 -1.137685
22 C 3.194625 0.424893 -1.241602
23 C 4.471804 0.667845 -0.775537
24 C 5.211884 -0.361635 -0.195433
25 O 6.469884 -0.235524 0.287667
26 C 7.118531 1.011459 0.186489
27 C 4.643531 -1.636352 -0.087025
28 C 3.372622 -1.872781 -0.552419
29 C -1.409535 -1.315380 -2.197583
30 O -1.950968 -2.230520 -2.769990
31 C -1.620385 -0.979510 -0.776120
32 C -1.791090 -1.978520 0.122545
33 N -1.935620 -1.766586 1.453852
34 C -1.855801 -2.922565 2.328850
35 C -0.438375 -3.161926 2.821758
36 C 0.682500 -3.288223 1.830106
37 C 0.219538 -4.490829 2.588533
38 H -2.720912 2.773637 6.895626
39 H -3.372021 3.246672 5.326109
40 H -1.629315 3.251162 5.594733
41 H -3.411085 0.768986 5.607190
42 H -1.667876 0.771303 5.878052
43 H -3.060602 1.701984 3.329358
44 H -1.312191 1.701188 3.600978
45 H -1.366713 -0.756866 3.932010
46 H -3.110935 -0.755714 3.673937
47 H -1.888682 1.571253 1.415942
48 H -0.947747 3.999946 -2.599869
49 H -1.927404 6.087487 -1.196005
50 H -3.127317 4.957937 0.976233
51 H -1.304788 -0.661705 -4.846741
52 H 0.203178 -1.504803 -4.456394
53 H 0.220150 0.240008 -4.820470
54 H 2.624424 1.222414 -1.691218
55 H 4.883783 1.659897 -0.870884
56 H 7.223088 1.325141 -0.856457
57 H 8.106733 0.863855 0.618732
58 H 6.589281 1.786076 0.749834
59 H 5.231732 -2.420462 0.362638
60 H 2.930861 -2.854844 -0.481825
61 H -1.793633 -3.000990 -0.223191
62 H -2.190596 -3.787311 1.751623
63 H -2.534805 -2.799516 3.174639
64 H -0.199056 -2.665724 3.754179
65 H 1.634987 -2.850766 2.089117
66 H 0.455218 -3.218635 0.777298
67 H 0.851827 -4.891656 3.365808
68 H -0.337399 -5.245219 2.054136

Cartesian forces (eV/Å) of the 3 atoms listed first:
0.000 -0.246 0.033
0.035 0.217 -0.199
-0.023 -0.345 0.225

Energy relative to the best compared isomer or geometry (same formula, charge and spin), kcal/mol: 2.0
SMILES: CCCCC1=CC2=C(c3ccco3)C(=O)[C@@](C)(OC(=O)c3ccc(OC)cc3)C(=O)C2=CN1CC1CC1
Kohn-Sham gap, eV: 6.847
Highest occupied orbital energy, Eh: -0.24621

Atomic partial charges in e from the Löwdin method, atoms 1 to 4: C -0.113; C -0.272; C -0.221; C -0.130

=====

[2]
This record from the OMol25 dataset describes a structure of composition C4H15NO3Rb. The level of theory is ωB97M-V with the def2-TZVPD basis set.

CARTESIAN COORDINATES (ANGSTROEM)
1 Rb -27.389391 -21.723212 4.636748
2 C -24.356684 -23.799013 2.442328
3 C -25.130414 -22.613819 2.002966
4 C -24.558214 -21.785050 0.759430
5 O -25.484972 -20.705724 0.262710
6 C -24.924112 -20.098581 -0.877409
7 N -26.481504 -23.005176 1.636879
8 H -24.887095 -24.334451 3.229779
9 H -23.372555 -23.578568 2.855832
10 H -24.240336 -24.601639 1.714072
11 H -25.106311 -21.877132 2.805964
12 H -24.442577 -22.488427 -0.065185
13 H -23.513241 -21.542443 0.952490
14 H -24.996825 -20.668905 -1.803439
15 H -23.873667 -19.842938 -0.738362
16 H -25.336284 -19.105811 -1.058012
17 H -26.283223 -23.475995 0.765613
18 H -26.959442 -22.174315 1.318521
19 O -29.053181 -22.895048 7.018883
20 H -28.262622 -23.428968 6.940352
21 H -28.935864 -22.411355 7.836500
22 O -28.916748 -24.022189 3.682128
23 H -29.698098 -24.574593 3.705673
24 H -28.556595 -24.153158 2.804992

Cartesian forces (eV/Å) of the 3 atoms listed first:
-0.566 -0.192 0.260
1.096 -1.263 0.285
-0.530 2.167 -1.143

Total charge: +2
Spin multiplicity: 2
Kohn-Sham gap (alpha / beta), eV: 11.118 / 4.803
Highest occupied orbital energy (alpha / beta), Eh: -0.64271 / -0.64270

Atomic partial charges in e from the Löwdin method, atoms 1 to 4: Rb 1.018; C -0.034; C -0.445; C -0.019

=====

[3]
This record from the OMol25 dataset describes the ion C6H10N3 with charge +1. The level of theory is ωB97M-V with the def2-TZVPD basis set.

CARTESIAN COORDINATES (ANGSTROEM)
1 C -0.816611 1.254235 2.116149
2 C -1.099727 1.175795 0.669346
3 C -0.183228 0.178281 -0.078288
4 C 1.257649 0.838285 -0.414680
5 N 2.148808 0.090843 -0.814327
6 N 2.294755 -1.218267 -0.773483
7 C 1.376234 -2.047804 -1.248897
8 N 0.030341 -1.685478 -1.649680
9 C -0.661399 -0.682028 -1.118244
10 H 0.199690 1.493747 2.380180
11 H -1.038263 0.212320 2.451045
12 H -1.490647 1.909423 2.658815
13 H -0.861653 2.139402 0.155764
14 H -2.203270 0.779923 0.424301
15 H 0.150649 -0.424142 0.851501
16 H 1.264175 1.896894 -0.464355
17 H 1.717877 -3.025120 -1.461940
18 H -0.474164 -2.324574 -2.210605
19 H -1.611217 -0.561736 -1.472602

Cartesian forces (eV/Å) of the 3 atoms listed first:
-0.818 -1.786 1.039
-1.880 0.208 -3.721
2.193 -0.080 3.956

Energy relative to the best compared isomer or geometry (same formula, charge and spin), kcal/mol: 94.3
SMILES: CC[C@@H]1C=NN=C[NH+]=C1
Total charge: +1
Kohn-Sham gap (alpha / beta), eV: 8.383 / 8.381
Highest occupied orbital energy (alpha / beta), Eh: -0.51357 / -0.51352

Atomic partial charges in e from the Löwdin method, atoms 1 to 4: C -0.102; C -0.248; C -0.250; C -0.005

=====

[4]
This record from the OMol25 dataset describes the molecule C4H5F. The level of theory is ωB97M-V with the def2-TZVPD basis set.

CARTESIAN COORDINATES (ANGSTROEM)
1 C 0.363566 -0.181799 1.439725
2 C -0.434786 -0.118751 -1.021775
3 C -0.499206 0.445605 0.143077
4 C 0.575660 -0.885414 3.047431
5 F 0.933613 -2.058716 2.734727
6 H 0.860365 -0.979150 0.943212
7 H 1.177814 0.548057 1.777102
8 H -0.986746 0.411569 -1.726220
9 H -0.177359 -1.175671 -1.116447
10 H -0.858559 1.350475 0.286031

Cartesian forces (eV/Å) of the 3 atoms listed first:
0.660 0.648 0.486
-0.470 -1.817 0.491
3.412 -3.854 4.224

Energy relative to the best compared isomer or geometry (same formula, charge and spin), kcal/mol: 116.7
Kohn-Sham gap, eV: 9.109
Highest occupied orbital energy, Eh: -0.33203

Atomic partial charges in e from the Löwdin method, atoms 1 to 4: C -0.129; C -0.017; C -0.136; C 0.024

=====

[5]
This record from the OMol25 dataset describes the molecule C6H18B2N4O2. The level of theory is ωB97M-V with the def2-TZVPD basis set.

CARTESIAN COORDINATES (ANGSTROEM)
1 C -1.775081 2.844854 0.258143
2 O -0.911420 2.561377 -0.812051
3 B -0.362686 1.262856 -0.517570
4 N 0.696788 1.099791 0.460174
5 C 1.270277 2.249275 1.180119
6 N 0.843263 -0.259564 0.945500
7 C 0.461979 -0.538744 2.300753
8 B 0.591879 -1.369772 0.068676
9 O 1.222521 -2.688494 0.299714
10 C 2.614203 -2.660377 0.564935
11 N -0.365720 -1.187577 -0.998764
12 C -0.709319 -2.273362 -1.887886
13 N -0.894569 0.127690 -1.252512
14 C -1.918746 0.400011 -2.195692
15 H -1.895701 1.993454 0.886813
16 H -2.751423 3.108704 -0.174126
17 H -1.407454 3.681873 0.842990
18 H 0.955740 2.256756 2.230944
19 H 0.930060 3.164329 0.650352
20 H 2.361272 2.167504 1.188214
21 H 1.248789 -0.196677 2.972053
22 H 0.347711 -1.619857 2.440850
23 H -0.455470 -0.016556 2.501096
24 H 3.091417 -3.510195 0.064599
25 H 2.774476 -2.726232 1.637824
26 H 3.027255 -1.716414 0.156777
27 H -1.749868 -2.563686 -1.706249
28 H -0.680726 -1.884138 -2.898880
29 H -0.021609 -3.105025 -1.851081
30 H -2.878094 -0.032769 -1.913509
31 H -2.014310 1.470023 -2.282119
32 H -1.645435 -0.039061 -3.160088

Cartesian forces (eV/Å) of the 3 atoms listed first:
-0.879 1.195 -0.698
1.254 -1.570 0.224
0.509 -0.233 -0.500

SMILES: COB1N(C)N(C)B(OC)N(C)N1C
Kohn-Sham gap, eV: 7.842
Highest occupied orbital energy, Eh: -0.26113

Atomic partial charges in e from the Löwdin method, atoms 1 to 4: C -0.100; O -0.042; B -0.583; N 0.011

=====

[6]
This record from the OMol25 dataset describes a structure of composition C14H22BCl2InN3O2. The level of theory is ωB97M-V with the def2-TZVPD basis set.

CARTESIAN COORDINATES (ANGSTROEM)
1 C 1.060195 -2.356349 3.213454
2 C 0.474410 -1.193891 2.320526
3 Cl 0.602673 0.455376 3.019069
4 C -0.099820 -1.364102 1.099631
5 Cl -0.227884 -3.102243 0.508661
6 In -0.913903 0.217290 -0.295645
7 C -0.456158 2.339798 0.282054
8 C 1.077025 2.719223 0.327468
9 C 1.959233 2.071938 -0.810069
10 C 2.626167 0.739596 -0.285923
11 N 3.864214 0.373531 -1.088391
12 C 4.564373 -0.644967 -0.262085
13 N 5.840324 -0.564922 -0.145252
14 N 3.889413 -1.723070 0.420823
15 B -0.302131 -0.365561 -2.412196
16 O -0.742684 0.322921 -3.564410
17 O 0.543276 -1.494940 -2.658371
18 C -3.191200 0.037940 -0.237695
19 C -3.775057 -1.005599 -1.104475
20 C -5.235322 -1.232461 -1.224266
21 C -6.090275 -0.341581 -0.417631
22 C -5.522451 0.678277 0.479967
23 C -4.063316 0.889825 0.587216
24 H 1.387510 -3.233119 2.596935
25 H 1.980861 -2.018568 3.774266
26 H 0.245291 -2.632899 3.942212
27 H -0.867047 2.526449 1.322519
28 H -1.050215 3.032534 -0.387233
29 H 1.135799 3.842958 0.170631
30 H 1.566243 2.542813 1.325085
31 H 1.443527 1.964879 -1.798992
32 H 2.822319 2.784851 -0.989037
33 H 1.946868 -0.148188 -0.315201
34 H 3.009628 0.971534 0.750555
35 H 3.471964 -0.188627 -1.864632
36 H 6.112655 0.241284 -0.722314
37 H 3.028925 -2.008392 -0.045872
38 H 3.731734 -1.503300 1.404436
39 H -0.940146 1.249220 -3.359830
40 H 0.839563 -1.753363 -1.769468
41 H -3.089960 -1.662583 -1.705300
42 H -5.666375 -2.002558 -1.906864
43 H -7.201270 -0.469801 -0.513186
44 H -6.184569 1.353688 1.086163
45 H -3.604385 1.655162 1.252674

Cartesian forces (eV/Å) of the 3 atoms listed first:
-0.055 1.050 0.057
0.326 -1.853 -0.660
-0.067 -1.103 -0.368

Total charge: -1
Kohn-Sham gap, eV: 7.761
Highest occupied orbital energy, Eh: -0.18736

Atomic partial charges in e from the Löwdin method, atoms 1 to 4: C -0.163; C -0.797; Cl 0.608; C -0.660